Record 1
Formula: C31H39IrN6Se
Source: OMol25
Level of theory: ωB97M-V/def2-TZVPD

Geometry as XYZ:
```
78
Properties=species:S:1:pos:R:3:forces:R:3:lowdin_charge:R:1
Ir 0.6692 0.2531 -0.5132 -0.06 -0.12 0.39 1.128
C -0.2982 3.0640 -0.1227 -0.14 -0.11 0.04 -0.156
C 0.0496 3.0708 1.3505 -0.11 -0.02 -0.03 -0.087
C 0.1324 1.7840 2.1382 0.18 0.03 -0.10 -0.241
C -0.0428 1.8860 3.5137 0.03 0.02 0.04 0.003
C 0.2871 0.8358 4.3462 -0.02 0.05 0.00 -0.008
C 0.8208 -0.3088 3.7765 -0.02 -0.04 -0.04 -0.024
C 0.9121 -0.3749 2.4055 -0.02 -0.03 0.10 -0.136
N 0.5394 0.6256 1.5841 0.00 0.00 -0.29 -0.037
N 0.6429 2.2922 -0.9823 0.00 -0.07 -0.07 -0.270
C 2.0245 2.8740 -0.9336 0.02 -0.01 -0.02 -0.068
C 3.0955 1.9154 -0.4861 -0.01 0.01 0.00 -0.226
C 4.4034 2.3511 -0.3359 -0.01 0.00 0.00 0.014
C 5.3721 1.4517 0.0687 -0.01 -0.02 0.00 -0.009
C 5.0042 0.1360 0.3178 0.01 0.02 0.00 -0.017
C 3.6847 -0.2231 0.1522 -0.02 -0.03 0.03 -0.095
N 2.7458 0.6460 -0.2488 -0.06 0.08 -0.04 -0.033
C 0.1251 2.3669 -2.3789 -0.10 0.02 -0.01 -0.127
C 0.6596 1.2473 -3.2159 -0.02 0.08 -0.03 -0.254
C 0.7957 1.3564 -4.5871 0.02 0.03 0.01 0.023
C 1.1731 0.2448 -5.3200 0.01 -0.02 -0.01 -0.005
C 1.4091 -0.9451 -4.6501 -0.03 0.03 -0.02 -0.010
C 1.2669 -0.9779 -3.2787 0.03 -0.01 -0.01 -0.085
N 0.9069 0.0967 -2.5658 0.00 0.04 0.04 -0.091
H -1.2881 2.6281 -0.2660 0.15 0.08 0.00 0.089
H -0.3286 4.0960 -0.4868 0.04 0.02 0.04 0.150
H 1.0025 3.5816 1.5258 0.02 0.01 -0.02 0.129
H -0.6968 3.7066 1.8292 -0.01 -0.02 0.01 0.137
H -0.4047 2.8198 3.9223 -0.01 -0.01 0.00 0.132
H 0.1568 0.9190 5.4168 0.01 0.00 0.00 0.129
H 1.1386 -1.1494 4.3767 0.01 0.00 -0.01 0.125
H 1.2752 -1.2667 1.9188 0.00 0.02 0.01 0.095
H 2.2868 3.2527 -1.9230 0.00 -0.04 -0.01 0.144
H 2.0274 3.7394 -0.2715 -0.01 0.02 -0.01 0.134
H 4.6525 3.3852 -0.5351 0.00 0.00 0.00 0.135
H 6.3980 1.7706 0.1931 0.00 0.00 0.00 0.129
H 5.7260 -0.6000 0.6411 0.00 0.00 0.00 0.124
H 3.3498 -1.2313 0.3552 -0.02 0.00 0.00 0.107
H -0.9627 2.2577 -2.3276 0.07 -0.06 0.00 0.113
H 0.3551 3.3414 -2.8141 -0.03 0.00 -0.02 0.145
H 0.5947 2.3030 -5.0702 -0.01 -0.01 0.00 0.134
H 1.2753 0.3037 -6.3949 0.01 0.00 0.00 0.130
H 1.6948 -1.8427 -5.1787 0.00 0.00 0.01 0.125
H 1.4256 -1.8966 -2.7377 -0.01 0.00 0.02 0.103
Se -1.6985 -0.2661 -1.0934 -0.01 0.34 -0.53 0.817
C -2.8863 0.9690 -0.2312 0.17 0.02 0.17 -0.610
C -3.7399 1.7501 -1.0041 -0.05 -0.05 -0.04 -0.133
C -4.6079 2.6490 -0.3968 0.00 -0.01 0.01 -0.062
C -4.6165 2.7874 0.9835 -0.01 0.01 0.02 -0.066
C -3.7671 2.0092 1.7603 0.00 0.00 0.00 -0.066
C -2.9131 1.0973 1.1570 0.06 0.12 -0.04 -0.161
H -3.7387 1.6400 -2.0818 0.02 0.02 0.00 0.102
H -5.2799 3.2403 -1.0047 0.01 0.00 0.00 0.114
H -5.2919 3.4888 1.4545 0.00 0.00 0.00 0.113
H -3.7856 2.0995 2.8392 0.00 0.00 0.01 0.112
H -2.2576 0.4853 1.7650 -0.07 0.10 0.01 0.079
C -2.0792 -5.1947 0.2209 0.02 0.02 0.00 -0.048
C -1.1377 -4.5615 1.2359 -0.01 0.07 -0.02 -0.182
N -0.6928 -3.1912 0.8820 -0.08 -0.08 0.08 -0.034
C -1.4550 -2.1237 1.5504 -0.03 -0.05 0.05 -0.253
C -2.9563 -2.1960 1.3251 -0.06 -0.13 0.07 -0.089
C 0.3705 -2.9953 0.1135 -0.06 -0.05 -0.18 -0.372
C 1.1313 -4.2262 -0.3404 -0.06 0.05 0.04 0.024
N 0.8736 -1.8344 -0.2914 0.18 -0.02 0.09 -0.080
H -2.3351 -6.2025 0.5474 0.00 0.00 0.00 0.093
H -1.6288 -5.2698 -0.7683 0.02 0.00 -0.01 0.072
H -3.0006 -4.6269 0.1214 -0.01 0.01 0.00 0.070
H -0.2719 -5.1942 1.4088 0.06 -0.01 -0.02 0.112
H -1.6367 -4.4735 2.1993 -0.01 0.01 0.02 0.125
H -1.0861 -1.1724 1.1853 -0.01 -0.18 0.07 -0.007
H -1.2376 -2.2005 2.6205 -0.01 0.00 0.01 0.129
H -3.1953 -2.1778 0.2624 0.00 -0.05 0.09 0.051
H -3.4198 -1.3241 1.7863 -0.01 -0.11 0.00 0.073
H -3.4050 -3.0754 1.7836 0.01 -0.05 0.01 0.081
H 1.6167 -4.7110 0.5065 -0.01 0.00 0.02 0.104
H 1.9037 -3.9601 -1.0587 0.00 0.01 0.00 0.086
H 0.4781 -4.9560 -0.8104 -0.03 -0.01 0.01 0.087
H 1.6898 -2.0688 -0.8349 0.10 0.06 0.04 0.019
```
Positions in Å, forces in eV/Å.

**Lowest unoccupied orbital energy**: -5.1 eV
**Net charge**: +2
**Total energy**: -109896.034 eV

---

Record 2
Formula: C31H39N11O4S3Tl
Source: OMol25
Level of theory: ωB97M-V/def2-TZVPD

Geometry as XYZ:
```
89
Properties=species:S:1:pos:R:3:forces:R:3:lowdin_charge:R:1
Tl -0.5047 -0.9200 -0.3423 0.00 -0.14 0.01 0.666
C 1.6882 1.8206 0.6619 -0.03 -0.12 0.01 -0.128
N 0.2319 1.6903 0.5851 -0.04 0.15 -0.05 -0.205
C -0.3600 1.9217 1.9012 -0.02 -0.12 -0.07 -0.127
C -0.0572 0.8011 2.8715 0.07 -0.04 -0.09 -0.270
C 0.0776 1.0714 4.2257 0.00 0.05 0.06 -0.014
C 0.3284 0.0278 5.0999 0.01 -0.01 0.03 -0.049
C 0.4481 -1.2536 4.5899 -0.01 0.00 -0.02 -0.045
C 0.2989 -1.4338 3.2246 -0.03 0.05 -0.02 -0.148
N 0.0501 -0.4341 2.3759 -0.04 0.03 0.17 0.052
C -0.2941 2.5992 -0.4361 0.04 -0.15 0.04 -0.133
C -1.7989 2.5752 -0.5605 -0.01 -0.04 0.03 -0.305
C -2.5131 3.7483 -0.7636 -0.01 0.10 -0.03 -0.012
C -3.8935 3.6844 -0.8773 0.00 0.01 -0.03 -0.048
C -4.5203 2.4529 -0.7738 -0.01 -0.01 0.02 -0.048
C -3.7269 1.3322 -0.5801 0.04 0.00 0.00 -0.126
N -2.4006 1.3878 -0.4861 0.00 -0.01 0.09 0.046
C 2.4512 1.0851 -0.4131 -0.09 -0.07 -0.03 -0.271
C 3.4395 1.7087 -1.1579 0.05 0.06 -0.03 -0.012
C 4.2199 0.9435 -2.0138 0.00 -0.01 -0.02 -0.046
C 3.9963 -0.4200 -2.0841 0.01 0.00 -0.03 -0.050
C 2.9626 -0.9540 -1.3283 -0.10 -0.01 -0.02 -0.157
N 2.1937 -0.2219 -0.5269 0.14 0.06 0.08 0.047
H 1.9857 2.8784 0.6754 0.02 0.02 0.01 0.130
H 2.0064 1.3788 1.6079 0.00 0.04 0.03 0.134
H -0.0267 2.8759 2.3334 0.00 0.03 0.02 0.136
H -1.4434 1.9760 1.7920 -0.03 0.02 -0.03 0.128
H -0.0097 2.0882 4.5879 0.01 -0.01 -0.03 0.117
H 0.4390 0.2140 6.1608 0.00 0.00 -0.03 0.114
H 0.6568 -2.0983 5.2319 -0.01 0.00 -0.02 0.109
H 0.3871 -2.4197 2.7831 0.01 0.00 -0.04 0.053
H 0.0220 3.6350 -0.2460 0.03 0.04 -0.02 0.130
H 0.1433 2.2858 -1.3921 0.01 0.07 -0.01 0.127
H -1.9990 4.7005 -0.8253 0.00 -0.06 0.03 0.119
H -4.4710 4.5871 -1.0340 0.01 -0.03 0.02 0.114
H -5.5974 2.3643 -0.8261 0.04 -0.02 -0.03 0.108
H -4.1646 0.3419 -0.4913 -0.01 0.04 0.02 0.097
H 3.6090 2.7739 -1.0567 -0.02 -0.03 0.01 0.116
H 4.9965 1.4040 -2.6113 0.00 0.01 0.04 0.114
H 4.5988 -1.0580 -2.7172 -0.03 0.01 0.02 0.114
H 2.7297 -2.0152 -1.3610 0.01 0.04 -0.02 0.085
S 1.0271 -3.7614 0.4517 0.02 -0.06 -0.04 0.605
C -0.4312 -4.5118 0.1767 -0.19 0.23 0.10 -0.872
N -0.8973 -5.4274 1.0974 -0.09 -0.07 -0.12 0.072
C -2.0543 -6.1020 0.9612 0.01 -0.02 0.13 -0.057
C -2.8237 -5.8911 -0.1341 -0.11 0.01 -0.13 -0.045
C -2.3472 -4.9248 -1.0429 0.20 0.08 0.08 -0.134
N -1.2351 -4.2494 -0.8956 0.02 -0.17 -0.14 0.056
H -0.3050 -5.5805 1.8999 0.04 0.00 0.04 0.140
H -2.3193 -6.7905 1.7511 0.08 -0.01 0.02 0.138
H -3.7475 -6.4260 -0.2910 0.03 0.02 0.01 0.109
H -2.9214 -4.6980 -1.9380 0.00 -0.01 0.03 0.117
C -3.7704 4.7523 -7.5693 0.05 -0.06 -0.02 -0.111
C -2.7873 3.8431 -6.8338 0.02 0.04 -0.22 -0.303
S -1.6452 3.1744 -8.0412 0.04 -0.02 0.04 0.639
O -0.9713 4.2782 -8.6671 0.02 -0.02 0.06 -0.297
O -2.3591 2.2057 -8.8331 0.03 0.01 0.00 -0.299
C -0.4217 2.2858 -7.0703 -0.22 0.00 -0.01 -0.191
C -0.8816 0.8582 -6.7601 0.05 0.16 0.09 -0.128
N -0.2520 0.3231 -5.5479 -0.02 -0.07 -0.23 0.054
C -0.6448 0.5914 -4.2788 0.06 -0.08 0.12 -0.324
N 0.0615 -0.0851 -3.3823 -0.16 0.17 -0.19 0.096
C 0.9437 -0.8328 -4.0955 0.02 -0.04 0.13 -0.039
C 0.7722 -0.5978 -5.4251 0.06 0.04 0.03 -0.132
N 1.5410 -1.1660 -6.4908 0.06 -0.01 -0.11 -0.335
O 2.4363 -1.9190 -6.1643 -0.10 0.04 0.00 0.099
O 1.2664 -0.8643 -7.6418 0.01 0.04 0.11 0.084
C -1.7616 1.5177 -3.9470 0.04 -0.01 -0.06 0.021
H -4.4884 5.1760 -6.8693 0.01 -0.02 0.02 0.079
H -4.3134 4.1901 -8.3292 -0.01 0.01 0.04 0.083
H -3.2370 5.5639 -8.0620 -0.02 0.00 0.04 0.080
H -3.2904 2.9954 -6.3668 0.04 0.01 0.05 0.090
H -2.1923 4.3894 -6.0996 -0.04 -0.02 0.00 0.100
H -0.2452 2.8785 -6.1713 0.06 -0.04 -0.02 0.100
H 0.4761 2.3082 -7.6876 0.05 -0.04 0.05 0.115
H -0.6262 0.2107 -7.5846 -0.05 -0.08 -0.07 0.115
H -1.9620 0.8139 -6.6329 0.00 0.02 0.09 0.118
H 1.6433 -1.5114 -3.6410 0.03 0.02 -0.01 0.111
H -2.6314 1.3322 -4.5797 0.00 0.01 0.03 0.085
H -1.4713 2.5643 -4.0733 -0.01 -0.03 0.00 0.089
H -2.0411 1.3583 -2.9091 0.00 0.00 -0.04 0.057
N -5.5220 -2.7881 1.8728 0.05 -0.01 -0.02 0.092
C -4.4560 -2.5178 1.0984 0.01 0.01 0.02 -0.973
N -4.6666 -2.5591 -0.2356 -0.04 -0.02 -0.05 0.090
S -2.9639 -2.1328 1.7476 -0.01 -0.04 0.09 0.562
H -6.4388 -2.9616 1.4990 -0.02 0.02 -0.01 0.107
H -5.4123 -2.7012 2.8669 0.00 -0.01 0.01 0.094
H -5.5258 -2.9052 -0.6280 0.00 0.02 -0.02 0.109
H -3.8704 -2.4511 -0.8390 0.04 0.01 0.03 0.076
```
Positions in Å, forces in eV/Å.

**Lowest unoccupied orbital energy**: -2.4 eV
**Net charge**: +1
**Total energy**: -94554.374 eV

---

Taking the records one at a time from the top gives energy above the lowest of the compared OMol25 structures with the same formula, charge and spin values of 0.0 13.3 kcal per mole.
Taking the records one at a time from the top gives frontier orbital gap values of 0.272 0.281 Ha.